Computed, not measured: a molecular structure, C24H15F5IrN6OSbSe5Te, with wB97M-V/def2-TZVPD.

For the gap between HOMO and LUMO (spin up / spin down), the calculation gives 5.94 / 5.51 eV. As for the expectation value of S²: 0.76. The total energy is -393111.2152 eV.

ORCA input file:
```
! RIJCOSX wB97M-V def2-TZVPD def2/J DEFGRID3
* xyz -1 2
Ir 0.052 -0.536 0.789
C 5.108 -2.902 0.478
C 3.962 -3.535 0.931
C 2.871 -2.787 1.340
C 2.955 -1.407 1.300
C 4.104 -0.757 0.866
C 5.181 -1.516 0.449
N 1.838 -0.612 1.726
N 2.161 0.342 2.463
C 1.106 1.123 2.871
C 1.293 2.126 3.826
C 0.187 2.832 4.247
C -1.073 2.519 3.725
C -1.232 1.525 2.772
C -0.126 0.813 2.312
H 5.947 -3.491 0.129
H 3.888 -4.614 0.950
H 1.984 -3.277 1.707
H 4.121 0.322 0.818
H 6.068 -1.023 0.072
H 2.284 2.316 4.218
H 0.290 3.619 4.982
H -1.942 3.068 4.070
H -2.216 1.300 2.379
Se -3.122 -4.968 0.572
Sb -0.882 -4.202 0.878
Se -0.750 -2.140 2.446
Se 0.430 -2.540 -0.709
Se 0.785 -5.823 1.359
Se -4.597 2.336 -4.982
N -3.205 3.031 -4.112
C -2.930 2.225 -3.126
C -1.860 2.448 -2.168
C -1.004 3.543 -2.202
C -0.018 3.641 -1.243
C 0.105 2.628 -0.302
N -0.709 1.583 -0.269
C -1.666 1.493 -1.172
C -2.515 0.317 -1.034
N -2.246 -0.499 0.009
C -3.078 -1.512 0.209
C -4.154 -1.802 -0.626
C -4.396 -1.000 -1.710
C -3.574 0.107 -1.911
C -3.780 1.058 -2.997
N -4.730 0.940 -3.882
H -1.117 4.283 -2.983
H 0.679 4.467 -1.232
H 0.882 2.656 0.451
H -2.892 -2.124 1.077
H -4.745 -2.678 -0.412
H -5.207 -1.195 -2.399
F 2.895 -1.678 -1.808
Te 1.568 -0.385 -2.277
F 3.198 0.468 -2.731
F 1.053 1.285 -3.074
F 1.606 -1.244 -3.930
F -0.358 -0.485 -2.563
O 1.520 0.318 -0.568
*
```

=====

Computed, not measured: a molecular structure, C16H38BeClLaO4Si, with wB97M-V/def2-TZVPD.

For the gap between HOMO and LUMO (spin up / spin down), the calculation gives 3.54 / 3.54 eV. The total energy is -47064.5316 eV.

ORCA input file:
```
! RIJCOSX wB97M-V def2-TZVPD def2/J DEFGRID3
* xyz -2 1
La 0.301 -0.618 -4.981
Cl 1.285 1.739 -5.198
C -0.819 -0.199 -7.137
C 2.150 -0.935 -6.581
H -0.422 -0.787 -7.995
H -1.902 -0.413 -7.075
H -0.684 0.865 -7.481
H 1.920 -1.375 -7.574
H 2.996 -1.514 -6.166
H 2.516 0.106 -6.831
Be -0.355 -0.224 -1.739
C -1.444 0.715 -2.702
C -0.401 -1.793 -2.143
H -2.060 0.461 -3.594
H -2.166 0.866 -1.870
H -1.031 1.713 -2.827
H 0.103 -2.424 -1.380
H -1.231 -2.437 -2.441
C 1.167 3.197 2.208
C 2.066 2.033 1.833
C 2.642 2.123 0.429
C 3.231 1.949 2.806
O 1.327 0.807 1.941
Si 0.120 0.282 0.972
O 0.462 0.320 -0.597
O -0.232 -1.258 1.545
C 0.517 -2.183 2.372
C 1.666 -2.702 1.489
C 0.966 -1.484 3.665
C -0.435 -3.339 2.708
O -1.270 1.176 1.248
C -2.577 0.622 1.616
C -2.907 -0.624 0.802
C -2.590 0.357 3.124
C -3.570 1.719 1.225
H 1.707 4.149 2.134
H 0.840 3.097 3.244
H 0.276 3.255 1.587
H 3.356 2.961 0.369
H 3.203 1.205 0.202
H 1.887 2.276 -0.345
H 2.910 1.882 3.847
H 3.886 1.103 2.579
H 3.843 2.853 2.725
H 2.335 -1.877 1.207
H 2.266 -3.438 2.040
H 1.238 -3.198 0.598
H 0.109 -1.029 4.203
H 1.393 -2.230 4.363
H 1.779 -0.769 3.467
H -1.318 -3.014 3.275
H -0.751 -3.879 1.805
H 0.100 -4.052 3.346
H -2.248 -1.473 1.018
H -3.918 -0.965 1.072
H -2.947 -0.396 -0.276
H -2.345 1.274 3.677
H -3.582 0.014 3.457
H -1.874 -0.429 3.384
H -3.384 2.656 1.765
H -3.514 1.902 0.143
H -4.589 1.379 1.442
*
```

=====

Computed, not measured: 3 unconnected molecules or ions with the total composition C15H29O7, with wB97M-V/def2-TZVPD.

For the gap between HOMO and LUMO, the calculation gives 7.53 eV. The total energy is -30359.1253 eV.

ORCA input file:
```
! RIJCOSX wB97M-V def2-TZVPD def2/J DEFGRID3
* xyz -1 1
C -1.445 -0.905 -0.440
C -0.874 -0.116 -1.618
C 0.113 -0.856 -2.563
C 0.332 -2.319 -2.278
O 1.012 -2.964 -3.396
C 1.330 -4.167 -2.841
O 1.149 -5.234 -3.355
O 1.836 -3.962 -1.611
C 1.230 -2.732 -1.098
C 2.265 -1.668 -0.670
O 3.227 -1.494 -1.424
O 1.952 -1.080 0.385
H -2.167 -0.302 0.116
H -0.652 -1.253 0.226
H -1.996 -1.792 -0.778
H -0.370 0.762 -1.207
H -1.718 0.250 -2.213
H -0.273 -0.782 -3.584
H 1.069 -0.329 -2.551
H -0.629 -2.848 -2.212
H 0.620 -3.030 -0.246
C 4.868 -0.527 1.567
C 3.972 0.021 2.657
O 4.430 -0.260 3.986
C 5.703 0.239 4.316
C 5.831 1.752 4.217
H 4.973 -1.608 1.670
H 4.429 -0.323 0.591
H 5.870 -0.087 1.596
H 2.992 -0.442 2.576
H 3.823 1.100 2.533
H 6.480 -0.243 3.708
H 5.874 -0.071 5.350
H 5.682 2.104 3.196
H 6.828 2.065 4.537
H 5.091 2.239 4.854
C -6.747 0.665 -0.707
C -5.491 1.147 0.001
O -4.424 1.466 -0.869
C -4.663 2.489 -1.815
C -5.018 3.834 -1.202
H -6.526 -0.206 -1.324
H -7.504 0.389 0.028
H -7.176 1.434 -1.351
H -5.104 0.353 0.639
H -5.724 1.995 0.657
H -5.435 2.181 -2.531
H -3.732 2.576 -2.374
H -5.952 3.797 -0.639
H -5.133 4.581 -1.988
H -4.229 4.162 -0.523
*
```